[1]
Formula: C30H42IrN4OP2
Source: OMol25
Level of theory: ωB97M-V/def2-TZVPD

The geometry in ORCA input format:
```
! RIJCOSX wB97M-V def2-TZVPD def2/J DEFGRID3
* xyz 2 6
Ir 0.57 1.45 2.04
C -4.36 -2.37 0.92
C -3.04 -2.34 1.12
C -2.02 -2.13 0.02
C -1.70 -0.67 -0.28
C -2.75 0.30 -0.76
C -3.88 -0.01 -1.37
C -4.32 -1.43 -1.54
C -5.05 -2.07 -0.36
C 1.80 1.79 3.53
H -4.96 -2.82 1.69
H -2.59 -2.54 2.11
H -2.28 -2.65 -0.90
H -1.09 -2.61 0.34
H -1.26 -0.28 0.66
H -0.90 -0.65 -1.03
H -2.44 1.35 -0.59
H -4.48 0.78 -1.84
H -3.44 -2.03 -1.77
H -5.00 -1.45 -2.42
H -5.91 -1.45 -0.14
H -5.53 -2.97 -0.73
H 1.47 1.10 4.36
H 1.81 2.78 4.04
H 2.83 1.55 3.16
P 1.06 2.15 0.11
P 1.56 -1.58 0.40
N 0.19 2.89 -1.53
N 2.45 3.13 -0.27
N 1.26 -2.22 -1.36
N 3.02 -2.70 0.41
C 1.53 0.73 -0.93
C 2.51 -0.15 -0.16
C -0.65 3.99 -1.50
C -0.91 4.46 -2.80
C -0.16 3.64 -3.69
C 0.50 2.70 -2.88
C 3.01 3.97 0.69
C 4.18 4.50 0.16
C 4.34 4.00 -1.16
C 3.25 3.18 -1.42
C 0.43 -3.32 -1.63
C 0.28 -3.48 -3.00
C 1.12 -2.52 -3.62
C 1.71 -1.77 -2.61
C 3.43 -3.74 -0.45
C 4.74 -4.11 -0.15
C 5.16 -3.29 0.94
C 4.10 -2.44 1.24
H 2.05 1.06 -1.84
H 0.57 0.27 -1.24
H 3.37 -0.40 -0.82
H 2.87 0.33 0.77
H -1.02 4.35 -0.55
H -1.56 5.29 -3.08
H -0.09 3.68 -4.77
H 1.15 1.91 -3.24
H 2.53 4.04 1.65
H 4.84 5.17 0.68
H 5.14 4.20 -1.85
H 3.03 2.62 -2.31
H 0.02 -3.91 -0.82
H -0.38 -4.19 -3.50
H 1.29 -2.39 -4.69
H 2.40 -0.94 -2.68
H 2.77 -4.13 -1.21
H 5.32 -4.86 -0.68
H 6.12 -3.32 1.44
H 4.01 -1.67 1.99
C -3.54 1.51 3.73
C -2.38 0.53 3.80
C -3.13 -0.81 3.80
O -1.35 0.72 2.85
H -4.12 1.42 2.80
H -3.23 2.53 3.88
H -4.27 1.24 4.50
H -1.90 0.58 4.79
H -3.79 -1.00 2.94
H -2.51 -1.69 3.94
H -3.81 -0.79 4.66
*
```

Computed properties:
Gap between HOMO and LUMO (spin up / spin down) in eV: 7.64 / 3.98
Expectation value of S²: 8.79
Max |F| in eV/Å: 5.1
HOMO (spin up / spin down) in eV: -13.0 / -13.0

---

[2]
Formula: C30H42N7PTi
Source: OMol25
Level of theory: ωB97M-V/def2-TZVPD

The geometry in ORCA input format:
```
! RIJCOSX wB97M-V def2-TZVPD def2/J DEFGRID3
* xyz 2 3
Ti -0.14 0.68 0.17
C -3.83 -1.08 -1.22
C -2.98 -0.46 -0.32
N -1.95 0.32 -0.69
C -1.77 0.51 -2.03
C -2.58 -0.09 -3.01
C -3.62 -0.91 -2.57
C -2.33 0.20 -4.40
C -1.37 1.07 -4.76
C -0.57 1.74 -3.77
C 0.33 2.76 -4.08
C 0.97 3.43 -3.07
C 0.78 3.03 -1.76
N 0.00 2.00 -1.41
C -0.73 1.42 -2.42
H -4.65 -1.69 -0.85
H -3.12 -0.58 0.74
H -4.28 -1.38 -3.30
H -2.95 -0.28 -5.15
H -1.21 1.31 -5.81
H 0.48 3.04 -5.12
H 1.63 4.26 -3.28
H 1.29 3.54 -0.96
C 0.26 -3.77 -1.75
N -0.22 -3.56 -0.38
C -0.90 -4.70 0.25
C -0.09 -2.36 0.19
N 0.20 -1.26 -0.44
N -0.23 -2.36 1.57
C -0.66 -1.34 2.41
N -0.94 -1.75 3.66
N -0.73 -0.11 2.02
H 0.65 -4.78 -1.83
H 1.08 -3.09 -1.97
H -0.54 -3.63 -2.48
H -1.48 -5.21 -0.51
H -1.59 -4.37 1.02
H -0.18 -5.42 0.67
H 0.15 -1.40 -1.44
H -0.13 -3.26 2.00
H -0.82 -2.71 3.95
H -1.14 -1.08 4.38
H -1.11 0.48 2.73
C 4.51 2.24 -0.25
C 3.73 0.94 -0.04
C 3.20 0.48 -1.41
C 4.71 -0.17 0.37
P 2.25 1.09 1.17
C 1.75 2.85 1.40
C 2.60 3.94 1.65
C 2.09 5.20 1.95
C 0.72 5.40 2.01
C -0.15 4.35 1.76
C 0.38 3.10 1.47
C 2.82 0.68 2.94
C 1.68 1.04 3.90
C 4.05 1.49 3.39
C 3.08 -0.84 3.06
H 5.24 2.09 -1.06
H 5.07 2.53 0.64
H 3.86 3.07 -0.55
H 4.05 0.38 -2.10
H 2.50 1.18 -1.86
H 2.72 -0.50 -1.33
H 5.46 -0.25 -0.42
H 4.22 -1.14 0.46
H 5.25 0.04 1.30
H 3.67 3.81 1.62
H 2.77 6.02 2.14
H 0.32 6.38 2.25
H -1.22 4.50 1.79
H -0.35 2.34 1.27
H 1.43 2.10 3.88
H 2.02 0.81 4.92
H 0.79 0.46 3.71
H 3.79 2.52 3.63
H 4.87 1.50 2.68
H 4.43 1.04 4.32
H 2.32 -1.43 2.53
H 3.03 -1.12 4.12
H 4.06 -1.13 2.69
*
```

Computed properties:
Gap between HOMO and LUMO (spin up / spin down) in eV: 6.00 / 8.12
Expectation value of S²: 2.02
Max |F| in eV/Å: 2.1
HOMO (spin up / spin down) in eV: -11.5 / -13.9

---

[3]
Formula: C30H43AlN7S
Source: OMol25
Level of theory: ωB97M-V/def2-TZVPD

The geometry in ORCA input format:
```
! RIJCOSX wB97M-V def2-TZVPD def2/J DEFGRID3
* xyz 3 1
Al 0.48 -0.30 -0.36
N 2.05 0.70 -1.19
C 2.91 -0.21 -1.96
C 3.29 -1.33 -1.00
N 2.07 -1.81 -0.32
C 1.60 -3.11 -0.81
C 0.82 -2.85 -2.09
N -0.04 -1.68 -1.85
H 1.84 1.50 -1.78
H 2.61 1.05 -0.41
H 3.80 0.29 -2.33
H 2.35 -0.59 -2.81
H 3.98 -0.93 -0.26
H 3.80 -2.14 -1.53
H 2.34 -1.97 0.65
H 0.94 -3.55 -0.06
H 2.42 -3.81 -0.99
H 0.23 -3.73 -2.37
H 1.52 -2.65 -2.90
H -0.95 -2.01 -1.51
H -0.21 -1.24 -2.75
C 2.67 2.69 1.34
C 3.30 1.38 1.73
C 4.65 1.36 2.05
C 5.26 0.21 2.53
C 4.49 -0.92 2.74
C 3.13 -0.94 2.47
C 2.37 -2.19 2.82
C 2.55 0.21 1.89
N 1.17 0.16 1.49
C 0.26 0.14 2.43
C 0.53 0.38 3.86
C -1.09 -0.14 1.98
C -2.21 -0.09 2.94
N -1.20 -0.52 0.73
C -2.50 -0.76 0.21
C -3.42 0.30 0.05
C -3.15 1.70 0.51
C -4.64 0.03 -0.54
C -5.00 -1.26 -0.91
C -4.12 -2.30 -0.67
C -2.87 -2.07 -0.11
C -2.02 -3.25 0.28
H 2.77 3.39 2.17
H 1.61 2.59 1.11
H 3.20 3.14 0.50
H 5.23 2.27 1.95
H 6.31 0.21 2.77
H 4.95 -1.80 3.16
H 2.84 -3.07 2.39
H 1.31 -2.16 2.54
H 2.41 -2.33 3.90
H 1.56 0.71 4.02
H 0.39 -0.54 4.44
H -0.16 1.12 4.27
H -1.97 -0.69 3.82
H -3.13 -0.46 2.51
H -2.38 0.93 3.29
H -2.11 1.90 0.76
H -3.76 1.90 1.40
H -3.48 2.42 -0.24
H -5.34 0.84 -0.68
H -5.97 -1.45 -1.33
H -4.42 -3.32 -0.90
H -1.90 -3.95 -0.54
H -2.53 -3.79 1.08
H -1.05 -2.94 0.66
N -3.47 3.75 -4.84
C -2.80 4.07 -3.74
S -2.86 5.59 -3.07
C -2.06 3.05 -2.99
C -2.42 1.69 -3.03
C -1.70 0.78 -2.28
N -0.67 1.10 -1.49
C -0.38 2.41 -1.39
C -1.02 3.39 -2.12
H -4.02 4.46 -5.31
H -3.44 2.84 -5.27
H -3.24 1.35 -3.62
H -1.99 -0.26 -2.34
H 0.39 2.68 -0.69
H -0.71 4.42 -2.03
*
```

Computed properties:
Gap between HOMO and LUMO in eV: 4.99
Max |F| in eV/Å: 2.3
HOMO in eV: -15.2
Energy relative to the best compared isomer or geometry (same formula, charge and spin) in kcal/mol: 12.8

---

Copy entry 3 word for word.
Formula: C30H43AlN7S
Source: OMol25
Level of theory: ωB97M-V/def2-TZVPD

The geometry in ORCA input format:
```
! RIJCOSX wB97M-V def2-TZVPD def2/J DEFGRID3
* xyz 3 1
Al 0.48 -0.30 -0.36
N 2.05 0.70 -1.19
C 2.91 -0.21 -1.96
C 3.29 -1.33 -1.00
N 2.07 -1.81 -0.32
C 1.60 -3.11 -0.81
C 0.82 -2.85 -2.09
N -0.04 -1.68 -1.85
H 1.84 1.50 -1.78
H 2.61 1.05 -0.41
H 3.80 0.29 -2.33
H 2.35 -0.59 -2.81
H 3.98 -0.93 -0.26
H 3.80 -2.14 -1.53
H 2.34 -1.97 0.65
H 0.94 -3.55 -0.06
H 2.42 -3.81 -0.99
H 0.23 -3.73 -2.37
H 1.52 -2.65 -2.90
H -0.95 -2.01 -1.51
H -0.21 -1.24 -2.75
C 2.67 2.69 1.34
C 3.30 1.38 1.73
C 4.65 1.36 2.05
C 5.26 0.21 2.53
C 4.49 -0.92 2.74
C 3.13 -0.94 2.47
C 2.37 -2.19 2.82
C 2.55 0.21 1.89
N 1.17 0.16 1.49
C 0.26 0.14 2.43
C 0.53 0.38 3.86
C -1.09 -0.14 1.98
C -2.21 -0.09 2.94
N -1.20 -0.52 0.73
C -2.50 -0.76 0.21
C -3.42 0.30 0.05
C -3.15 1.70 0.51
C -4.64 0.03 -0.54
C -5.00 -1.26 -0.91
C -4.12 -2.30 -0.67
C -2.87 -2.07 -0.11
C -2.02 -3.25 0.28
H 2.77 3.39 2.17
H 1.61 2.59 1.11
H 3.20 3.14 0.50
H 5.23 2.27 1.95
H 6.31 0.21 2.77
H 4.95 -1.80 3.16
H 2.84 -3.07 2.39
H 1.31 -2.16 2.54
H 2.41 -2.33 3.90
H 1.56 0.71 4.02
H 0.39 -0.54 4.44
H -0.16 1.12 4.27
H -1.97 -0.69 3.82
H -3.13 -0.46 2.51
H -2.38 0.93 3.29
H -2.11 1.90 0.76
H -3.76 1.90 1.40
H -3.48 2.42 -0.24
H -5.34 0.84 -0.68
H -5.97 -1.45 -1.33
H -4.42 -3.32 -0.90
H -1.90 -3.95 -0.54
H -2.53 -3.79 1.08
H -1.05 -2.94 0.66
N -3.47 3.75 -4.84
C -2.80 4.07 -3.74
S -2.86 5.59 -3.07
C -2.06 3.05 -2.99
C -2.42 1.69 -3.03
C -1.70 0.78 -2.28
N -0.67 1.10 -1.49
C -0.38 2.41 -1.39
C -1.02 3.39 -2.12
H -4.02 4.46 -5.31
H -3.44 2.84 -5.27
H -3.24 1.35 -3.62
H -1.99 -0.26 -2.34
H 0.39 2.68 -0.69
H -0.71 4.42 -2.03
*
```

Computed properties:
Gap between HOMO and LUMO in eV: 4.99
Max |F| in eV/Å: 2.3
HOMO in eV: -15.2
Energy relative to the best compared isomer or geometry (same formula, charge and spin) in kcal/mol: 12.8

---

- What is the formula in the second record?
  C30H42N7PTi

---

- Look up the max |F| of the second one.
  2.1 eV/Å